Here is a molecular structure, C46H41F3N4OP2S2TcTe from the Open Molecules 2025 dataset. Energies are from ωB97M-V/def2-TZVPD.

As for the charge: +2. As for the frontier orbital gap (spin up / spin down): 6.66 / 5.54 eV. As for the LUMO energy (spin up / spin down): -6.090 / -7.201 eV. The value obtained for the HOMO energy (spin up / spin down) is -12.75 / -12.74 eV. For the max |F|, the calculation gives 0.014 Eh/bohr. The multiplicity is 4. For the relative energy (zero: lowest compared OMol25 entry of this formula, charge and spin), the calculation gives 0.0 kcal/mol.

The geometry in XYZ format:
```
101
Properties=species:S:1:pos:R:3:forces:R:3:lowdin_charge:R:1
Tc 0.87045 1.07240 0.08523 0.41 -0.25 -0.55 0.92
F 4.03581 4.15695 -2.59684 0.04 0.00 0.02 0.14
C 4.61203 4.00884 -1.39512 -0.02 0.00 -0.12 -0.61
F 4.02600 4.87684 -0.55614 0.00 0.00 -0.02 0.15
F 5.89649 4.34691 -1.50685 0.01 0.01 0.00 0.17
C 4.45911 2.59974 -0.88054 0.07 -0.03 0.11 -0.10
C 5.54102 1.88906 -0.38616 -0.03 0.04 -0.05 0.05
C 5.34825 0.63246 0.17676 -0.04 -0.09 0.00 -0.01
C 4.06477 0.13547 0.26343 0.13 -0.01 0.09 -0.15
N 3.02176 0.80686 -0.23963 -0.12 0.06 0.35 -0.13
C 3.20592 2.00251 -0.82279 -0.05 0.05 -0.26 -0.61
S 1.66273 2.63720 -1.41730 -0.12 0.06 0.27 0.70
H 6.53250 2.32063 -0.44015 -0.03 -0.01 0.00 0.14
H 6.18217 0.05316 0.54727 -0.03 0.03 0.01 0.12
H 3.84843 -0.82595 0.71202 0.02 0.05 -0.03 0.08
Te -3.72482 1.08515 -1.67474 -0.10 -0.20 0.09 1.55
C -5.06432 2.16358 -0.48310 -0.04 0.10 0.02 -0.53
C -4.99204 2.19589 0.90044 -0.13 -0.02 -0.04 -0.12
C -5.95664 2.92112 1.58667 -0.01 0.00 0.00 -0.12
N -6.94321 3.58116 0.98794 0.02 0.01 0.02 0.09
C -7.00884 3.53072 -0.33810 0.02 0.00 -0.03 -0.12
C -6.09635 2.83594 -1.12504 0.05 0.05 -0.01 -0.12
C -2.18368 0.78587 -0.39944 0.23 0.29 -0.16 -0.90
P -1.28871 2.07218 0.47729 -0.13 -0.19 0.02 0.83
C -1.81095 3.67999 -0.16040 0.02 -0.01 0.00 -0.38
C -2.72372 4.46749 0.54142 0.08 0.06 0.02 -0.09
C -3.20407 5.64155 -0.02024 0.00 0.01 0.00 -0.05
C -2.77526 6.03708 -1.27899 -0.02 0.01 0.01 -0.05
C -1.86962 5.25467 -1.98501 0.02 0.00 -0.03 -0.05
C -1.39202 4.07932 -1.43022 -0.08 -0.04 -0.07 -0.14
C -1.54049 2.16016 2.27149 0.02 0.00 0.00 -0.38
C -2.20084 1.18639 3.01276 -0.09 0.01 -0.02 -0.11
C -2.24230 1.26617 4.39868 -0.03 -0.02 0.00 -0.06
C -1.60810 2.31293 5.05315 0.02 0.03 0.03 -0.06
C -0.93674 3.28447 4.31945 0.00 -0.01 0.03 -0.05
C -0.90039 3.20983 2.93592 0.05 -0.02 -0.01 -0.10
P -0.83439 -0.30641 -0.87937 -0.27 0.21 0.23 0.82
C -0.84380 -0.54608 -2.67232 0.02 -0.07 -0.01 -0.41
C -1.87596 -1.30422 -3.23569 0.07 -0.03 -0.01 -0.15
C -1.95696 -1.45524 -4.61212 -0.02 0.01 -0.01 -0.05
C -1.00367 -0.86493 -5.43168 -0.02 -0.02 -0.03 -0.05
C 0.03586 -0.13089 -4.87446 0.04 0.01 -0.02 -0.07
C 0.11865 0.02875 -3.49826 -0.05 0.03 -0.01 -0.12
C -1.18754 -1.94233 -0.17907 0.02 -0.07 -0.02 -0.37
C -0.76349 -3.11074 -0.81505 -0.04 0.00 -0.03 -0.13
C -1.01517 -4.34520 -0.23627 0.00 -0.02 0.01 -0.06
C -1.68741 -4.42716 0.97764 0.01 -0.01 0.00 -0.05
C -2.13572 -3.27066 1.60096 -0.01 0.00 0.02 -0.06
C -1.88886 -2.03540 1.02074 -0.02 0.02 0.00 -0.09
H -4.22433 1.67060 1.44379 0.07 -0.06 0.05 0.07
H -5.93244 2.96953 2.67149 0.00 0.00 -0.05 0.12
H -7.82587 4.07228 -0.80354 0.04 -0.03 0.03 0.12
H -6.20341 2.84465 -2.20379 0.01 -0.01 0.04 0.10
H -3.06126 4.17461 1.52592 0.01 -0.01 0.00 0.10
H -3.91371 6.24632 0.52979 0.02 -0.01 -0.01 0.12
H -3.14475 6.95823 -1.71142 0.00 -0.03 0.01 0.12
H -1.53358 5.56189 -2.96732 -0.01 -0.01 0.04 0.12
H -0.71039 3.46526 -2.00561 -0.01 -0.02 0.01 0.04
H -2.71730 0.37730 2.51334 0.00 0.05 0.01 0.08
H -2.78387 0.51752 4.96565 0.04 0.04 -0.03 0.12
H -1.64591 2.38023 6.13386 0.00 0.00 -0.06 0.12
H -0.44696 4.10695 4.82495 -0.02 -0.02 -0.01 0.12
H -0.38157 3.97930 2.37344 -0.01 -0.01 0.00 0.12
H -2.60052 -1.80294 -2.60340 -0.03 0.01 0.02 0.10
H -2.76246 -2.03733 -5.04203 0.04 0.01 0.01 0.12
H -1.06853 -0.98187 -6.50647 0.00 0.00 0.04 0.12
H 0.78533 0.32183 -5.51266 -0.03 -0.01 0.02 0.12
H 0.93476 0.59206 -3.06934 0.02 0.03 0.02 0.04
H -0.25042 -3.05786 -1.76573 -0.02 0.00 0.04 0.07
H -0.69172 -5.24904 -0.73886 -0.02 0.04 0.02 0.12
H -1.88044 -5.39436 1.42513 0.00 0.03 -0.02 0.12
H -2.69362 -3.33148 2.52784 0.03 0.00 -0.04 0.12
H -2.26788 -1.13830 1.48669 0.04 -0.01 0.00 0.07
N 2.04054 -3.17343 -3.65116 0.06 -0.07 0.07 0.12
C 2.50360 -3.33102 -2.39478 -0.01 -0.09 -0.05 -0.81
S 2.29723 -2.09526 -1.27267 0.17 0.18 0.00 0.71
N 3.11742 -4.50182 -2.14137 -0.10 0.10 0.10 0.07
C 3.57191 -5.00278 -0.88437 0.03 0.01 0.03 -0.25
C 2.78469 -4.93015 0.25856 -0.01 -0.06 -0.06 -0.06
C 3.25416 -5.47894 1.44207 -0.03 0.02 0.03 -0.08
C 4.49040 -6.10934 1.48966 0.01 -0.01 0.03 -0.07
C 5.25810 -6.19940 0.33904 0.03 -0.02 -0.01 -0.06
C 4.80167 -5.64540 -0.84802 0.04 0.08 -0.02 -0.02
H 1.70043 -2.26482 -3.91013 -0.03 0.09 -0.04 0.07
H 2.23404 -3.83632 -4.38367 -0.02 -0.04 -0.01 0.12
H 3.35994 -5.07357 -2.93474 -0.03 -0.08 -0.07 0.15
H 1.80704 -4.47121 0.21129 0.01 0.01 0.01 0.07
H 2.63654 -5.43669 2.33203 0.02 0.00 -0.03 0.11
H 4.84609 -6.54267 2.41582 -0.02 0.01 -0.04 0.11
H 6.21649 -6.70211 0.36105 -0.03 0.02 0.00 0.11
H 5.40656 -5.70674 -1.74638 -0.03 0.00 0.04 0.12
C 1.32467 -2.10588 2.27438 0.11 -0.03 0.00 0.00
C 1.14967 -0.71462 2.76640 -0.16 0.19 -0.06 -0.41
C 1.28222 -0.42657 4.22149 0.05 0.00 0.02 0.03
O 0.91965 0.22985 2.00153 -0.07 -0.32 0.13 -0.14
H 2.37634 -2.38757 2.41081 -0.05 0.00 0.01 0.11
H 1.07160 -2.20379 1.22117 0.02 -0.01 0.02 0.03
H 0.73736 -2.79468 2.88472 0.00 0.02 -0.04 0.11
H 0.80497 -1.20451 4.81716 -0.01 0.02 -0.01 0.10
H 0.87356 0.55430 4.45601 0.02 -0.03 0.01 0.08
H 2.34808 -0.44447 4.47423 -0.03 0.01 0.01 0.11
```
Forces are in eV/Å.

---

Here is a single C5H12N2O molecule from the Open Molecules 2025 dataset. Energies are from ωB97M-V/def2-TZVPD.

As for the frontier orbital gap: 8.94 eV. As for the LUMO energy: 0.647 eV. The value obtained for the HOMO energy is -8.29 eV. For the max |F|, the calculation gives 0.130 Eh/bohr. The multiplicity is 1. The SMILES is CN1C[C@H](O)[C@@H]1CN. For the relative energy (zero: lowest compared OMol25 entry of this formula, charge and spin), the calculation gives 148.2 kcal/mol.

The geometry in XYZ format:
```
20
Properties=species:S:1:pos:R:3:forces:R:3:nbo_charge:R:1
C 2.36266 0.51272 -0.28035 2.94 1.64 -1.51 -0.40
C 0.73514 -1.37964 -0.56853 -1.30 3.25 4.28 -0.26
C -0.57844 -1.20144 0.43722 0.13 2.10 -3.31 0.11
C 0.04053 0.21134 0.98711 1.10 0.51 -3.53 -0.05
C -0.74692 1.58463 0.50976 -3.70 -0.64 2.80 -0.28
H 2.80193 1.07825 0.49443 1.06 1.22 0.75 0.20
H 3.19014 -0.14120 -0.66325 -0.69 0.21 0.35 0.20
H 2.19865 1.22563 -1.12392 -0.75 -0.25 0.09 0.13
H 1.35565 -2.19619 -0.31630 0.31 -1.35 -0.60 0.20
H 0.53766 -1.12090 -1.61187 0.13 -0.13 0.18 0.19
H -0.59815 -1.81550 1.26565 0.16 -1.74 1.43 0.18
H -1.73314 -0.35361 -0.75324 -0.89 -2.45 1.21 0.49
H 0.09306 0.10928 2.02676 0.34 0.56 1.66 0.19
H -1.77944 1.37768 1.12632 2.44 0.74 -0.93 0.20
H -0.57633 2.83563 0.73309 0.45 -3.90 -0.47 0.22
H -0.35508 1.74743 -1.43696 -3.27 -1.41 0.66 0.39
H -2.31838 1.56504 -1.11815 4.80 -0.28 0.84 0.40
N 1.40135 -0.20991 0.33008 -5.52 -3.77 -0.46 -0.45
N -1.18217 1.26688 -0.84773 -0.58 2.62 -2.86 -0.92
O -1.90357 -1.25950 -0.18879 2.86 3.09 -0.59 -0.75
```
Forces are in eV/Å.

---

> The lowest multiplicity belongs to which entry?

C5H12N2O